The following is a quantum chemistry calculation of C5H6N4 in the gas phase, from the OMol25 dataset.

For the HOMO-LUMO gap, the calculation gives 7.8 eV. For the HOMO energy, the calculation gives -0.34266 Eh. The SMILES is [H]/N=c1/nccnc(C)n1. As for the electronic energy: -413.0546 Ha.

Positions of all 15 atoms, in Å:
C -2.24905 -0.92915 0.01953
C -0.87522 -0.31388 -0.00873
C 0.07167 1.96461 -0.01997
C 1.61570 1.60717 0.00945
C 1.53442 -0.80454 -0.00370
H -3.01306 -0.16461 -0.13454
H -2.39437 -1.34673 1.00610
H -2.33395 -1.69421 -0.74596
H -0.25530 2.99043 -0.11492
H 2.18485 2.54015 0.08597
H 1.80125 -2.60250 -0.12277
N -0.96213 1.09036 0.00035
N 2.24429 0.50151 0.02923
N 2.43069 -1.76018 0.00247
N 0.20023 -1.07845 -0.00252